Entry A
Computed, not measured: C5H7N3 in the gas phase, with the ωB97M-V functional and the def2-TZVPD basis.

```
15
Properties=species:S:1:pos:R:3
N -0.96955 -1.87352 1.36538
C -0.20838 -1.47611 0.55164
C 1.07236 -1.25943 -0.12489
C 1.49211 0.18858 0.19643
C 0.44632 1.16346 -0.31238
N -0.82825 0.52418 -0.49463
C -1.96180 0.75704 -0.19860
N -3.13590 0.79425 -0.27018
H 1.87349 -1.83653 0.12579
H 0.91421 -1.44216 -1.15131
H 1.49309 0.21419 1.21381
H 2.56396 0.26472 -0.20324
H 0.27543 1.92724 0.37362
H 0.81152 1.50184 -1.36232
H -3.83862 0.55225 0.29086
```

Computed properties:
E_HOMO = -9.4 eV
Kohn-Sham gap = 10.159 eV
Charge = 0

Charge distribution, natural (NBO) scheme, values in e: -0.37, 0.30, -0.50, -0.38, -0.21, -0.54, 0.69, -0.69, 0.24, 0.24, 0.21, 0.22, 0.20, 0.20, 0.40

=====

Entry B
Computed, not measured: a molecular structure, C5H7N3, with the ωB97M-V functional and the def2-TZVPD basis.

```
15
Properties=species:S:1:pos:R:3
C -0.44237 1.92520 0.16650
C 0.28787 0.48750 -0.21810
C 1.71972 0.44703 -0.25929
C 1.30264 -1.60406 0.09340
C -1.14523 -1.54314 -0.15962
H 0.32954 2.67317 -0.73747
H -0.37579 2.15983 1.45430
H -1.98067 1.75913 -0.03203
H 2.35859 1.41969 -0.52809
H 1.46646 -2.68517 0.57933
H -1.05192 -2.53906 -0.00043
H -2.45806 0.18130 -0.21116
N 2.18827 -0.86283 -0.12731
N 0.01670 -0.90902 0.22404
N -2.21575 -0.90957 -0.24407
```

Computed properties:
E_HOMO = -9.2 eV
Kohn-Sham gap = 9.447 eV
Charge = 0

Charge distribution, natural (NBO) scheme, values in e: -0.64, 0.07, -0.07, 0.25, 0.29, 0.27, 0.26, 0.18, 0.22, 0.20, 0.17, 0.38, -0.46, -0.44, -0.67

=====

Stability, lowest: entry B

=====

Entry A
Computed, not measured: 2 unconnected molecules or ions with the total composition C2HFN2O2, with the ωB97M-V functional and the def2-TZVPD basis.

```
8
Properties=species:S:1:pos:R:3
C 0.53987 1.38789 0.21384
C -0.10045 0.26414 -0.33520
N 1.16017 2.25501 0.63686
N 0.24612 -1.06856 0.16545
O 0.80356 -1.09887 1.23571
O -0.07017 -2.00108 -0.52565
F -0.37410 0.28011 -1.63291
H -2.20501 -0.01864 0.24190
```

Computed properties:
E_HOMO (spin up / spin down) = -11.9 / -11.1 eV
Kohn-Sham gap (spin up / spin down) = 8.938 / 9.185 eV
Charge = 0

Charge distribution, natural (NBO) scheme, values in e: 0.13, 0.41, -0.16, 0.47, -0.34, -0.33, -0.26, 0.08

=====

Entry B
Computed, not measured: C2HFN2O2 in the gas phase, with the ωB97M-V functional and the def2-TZVPD basis.

```
8
Properties=species:S:1:pos:R:3
O -1.60325 -1.67350 0.18815
C -0.67992 -0.94841 0.05293
O 0.60221 -1.16598 -0.11807
N 1.31591 0.10927 -0.35523
N 0.53374 1.13810 -0.14180
C -0.67395 0.81950 0.04080
F -1.68687 1.62137 0.17203
H 2.19215 0.09964 0.16118
```

Computed properties:
E_HOMO = -10.1 eV
Kohn-Sham gap = 10.843 eV
Charge = 0

Charge distribution, natural (NBO) scheme, values in e: -0.53, 0.72, -0.36, -0.12, -0.29, 0.46, -0.27, 0.38

=====

Entry C
Computed, not measured: C2HFN2O2 in the gas phase, with the ωB97M-V functional and the def2-TZVPD basis.

```
8
Properties=species:S:1:pos:R:3
O 1.62434 0.22736 -0.79529
C 0.33851 0.15248 -0.40902
O -0.58363 0.62450 -1.22851
N -1.84048 0.53140 -0.50847
N -1.63424 -0.12463 0.55701
C -0.27880 -0.32937 0.70663
F 0.21569 -0.93463 1.78629
H 2.15861 -0.14711 -0.10865
```

Computed properties:
E_HOMO = -9.9 eV
Kohn-Sham gap = 10.096 eV
Charge = 0

Charge distribution, natural (NBO) scheme, values in e: -0.62, 0.51, -0.30, 0.10, -0.20, 0.30, -0.29, 0.50

=====

Stability, lowest: entry A

=====

Entry A
Computed, not measured: C5H7FN2 in the gas phase, with the ωB97M-V functional and the def2-TZVPD basis.

```
15
Properties=species:S:1:pos:R:3
C 1.47185 -0.92167 -0.74097
C -0.03556 -0.94706 -0.79163
N -0.79326 -1.62332 -1.80655
C -2.02707 -1.27007 -1.63331
F -2.93373 -1.64409 -2.53390
N -2.46879 -0.57217 -0.58993
C -0.79260 -0.26132 0.08334
C -0.53341 0.71124 1.17927
H 1.81706 -1.93480 -0.86595
H 1.80224 -0.31169 -1.54273
H 1.65963 -0.48399 0.20818
H -3.14153 0.20852 -0.58762
H 0.52627 0.84698 1.34967
H -1.03571 1.76246 0.97303
H -0.97426 0.35142 2.05300
```

Computed properties:
E_HOMO = -8.8 eV
Kohn-Sham gap = 9.503 eV
Charge = 0

Charge distribution, natural (NBO) scheme, values in e: -0.63, 0.12, -0.54, 0.76, -0.31, -0.66, 0.16, -0.67, 0.23, 0.23, 0.21, 0.42, 0.24, 0.22, 0.22

=====

Entry B
Computed, not measured: C5H7FN2 in the gas phase, with the ωB97M-V functional and the def2-TZVPD basis.

```
15
Properties=species:S:1:pos:R:3
C 0.98249 1.67705 -0.57338
C 0.60358 0.32663 -0.00717
C -0.45244 -0.26556 -0.56542
F -0.37394 -1.62316 -0.61078
C -1.77986 0.14390 0.14617
N -2.78079 0.55218 0.51856
C 1.08654 -0.24367 1.27342
N 1.94931 -0.49594 0.04784
H 0.33401 2.31237 0.08424
H 0.73615 1.55974 -1.62882
H 2.13324 1.93486 -0.53271
H -0.73853 0.28035 -1.66257
H 0.40348 -0.81885 1.85851
H 1.61197 0.66034 1.79541
H 2.06363 -1.54429 -0.02349
```

Computed properties:
E_HOMO = -10.0 eV
Kohn-Sham gap = 10.680 eV
Charge = 0

Charge distribution, natural (NBO) scheme, values in e: -0.60, -0.02, 0.17, -0.32, 0.22, -0.30, -0.26, -0.59, 0.23, 0.22, 0.26, 0.20, 0.23, 0.20, 0.38

=====

Stability, lowest: entry B

=====

Entry A
Computed, not measured: C5H7FN2 in the gas phase, with the ωB97M-V functional and the def2-TZVPD basis.

```
15
Properties=species:S:1:pos:R:3
C 1.17923 1.33316 1.83930
C 0.58976 0.57929 0.70399
N -0.61309 0.04367 0.67816
C -0.75366 -0.56734 -0.55716
C -1.99711 -1.30197 -0.95916
C 0.39667 -0.39319 -1.25655
F 0.75882 -0.76281 -2.48007
N 1.24513 0.33851 -0.46741
H 2.10249 0.84728 2.21466
H 1.45041 2.36525 1.56014
H 0.42887 1.36690 2.64323
H -2.21672 -2.12940 -0.27671
H -1.87657 -1.70123 -1.97170
H -2.86128 -0.64256 -0.93761
H 2.16705 0.62445 -0.73310
```

Computed properties:
E_HOMO = -8.3 eV
Kohn-Sham gap = 9.148 eV
Charge = 0

Charge distribution, natural (NBO) scheme, values in e: -0.66, 0.35, -0.45, 0.01, -0.63, 0.47, -0.30, -0.56, 0.22, 0.22, 0.25, 0.22, 0.22, 0.22, 0.42

=====

Entry B
Computed, not measured: C5H7FN2 in the gas phase, with the ωB97M-V functional and the def2-TZVPD basis.

```
15
Properties=species:S:1:pos:R:3
C -2.76551 0.44095 0.33062
C -1.31778 0.34663 0.07534
N -0.54293 0.46948 -1.03553
C 0.73090 0.10668 -0.74374
C 1.99921 0.37553 -1.56102
C 0.73055 -0.46324 0.42874
F 1.61203 -0.97981 1.27618
N -0.52922 -0.22344 1.01387
H -3.33317 -0.53392 0.15679
H -3.01009 0.90253 1.38797
H -3.07066 1.20293 -0.43843
H 2.03230 -0.01475 -2.72864
H 2.88759 -0.13537 -1.16467
H 2.11659 1.47754 -1.64262
H -0.88998 -0.64222 1.91589
```

Computed properties:
E_HOMO = -8.5 eV
Kohn-Sham gap = 9.334 eV
Charge = 0

Charge distribution, natural (NBO) scheme, values in e: -0.67, 0.34, -0.46, 0.02, -0.63, 0.47, -0.31, -0.56, 0.24, 0.23, 0.25, 0.22, 0.23, 0.23, 0.42

=====

Entry C
Computed, not measured: C5H7FN2 in the gas phase, with the ωB97M-V functional and the def2-TZVPD basis.

```
15
Properties=species:S:1:pos:R:3
C -0.52721 1.64503 0.15755
C 2.72998 -0.94575 0.06862
C -1.35105 0.42510 -0.06781
C -0.70007 -0.97208 -0.48946
C 0.41568 -1.24767 0.50084
N 1.56381 -0.51789 0.15355
N -0.29348 2.83182 0.14627
F 3.69364 -0.02917 -0.14644
H -1.72966 0.34313 0.86344
H -2.07926 0.78265 -0.71862
H -1.61367 -1.54771 -0.54136
H -0.19437 -1.08265 -1.40465
H 0.16922 -0.90515 1.45124
H 0.48056 -2.29562 0.57873
H -0.56412 3.51597 -0.55188
```

Computed properties:
E_HOMO (spin up / spin down) = -9.3 / -6.2 eV
Kohn-Sham gap (spin up / spin down) = 10.002 / 4.739 eV
Charge = 0

Charge distribution, natural (NBO) scheme, values in e: 0.37, 0.58, -0.50, -0.38, -0.25, -0.47, -0.64, -0.32, 0.23, 0.21, 0.22, 0.22, 0.20, 0.20, 0.34

=====

Stability, lowest: entry C

=====

Entry A
Computed, not measured: C3H5NO3 in the gas phase, with the ωB97M-V functional and the def2-TZVPD basis.

```
12
Properties=species:S:1:pos:R:3
C 1.99488 -0.06041 -0.81558
C 0.82460 -0.70324 -0.10571
O 0.86896 -1.80085 0.40784
N -0.35831 0.02059 0.07272
O -1.35856 -0.62315 0.76494
C -0.63037 1.32050 -0.29933
O -1.61256 1.93332 0.02399
H 2.76625 -0.86187 -0.84301
H 2.38632 0.76027 -0.18697
H 1.77399 0.29417 -1.82616
H -0.89963 -1.46336 1.05277
H 0.16385 1.71093 -0.95612
```

Computed properties:
E_HOMO = -10.0 eV
Kohn-Sham gap = 10.577 eV
Charge = 0

Charge distribution, natural (NBO) scheme, values in e: -0.72, 0.67, -0.59, -0.20, -0.51, 0.51, -0.52, 0.26, 0.25, 0.24, 0.50, 0.12

=====

Entry B
Computed, not measured: C3H5NO3 in the gas phase, with the ωB97M-V functional and the def2-TZVPD basis.

```
12
Properties=species:S:1:pos:R:3
O 0.50968 0.67587 -2.86055
C 0.15464 1.03605 -1.76170
N -0.24470 0.05955 -0.85538
C -0.75219 0.21148 0.49540
C -0.06704 -0.80267 1.41895
O -0.52511 -1.51189 2.25418
O 1.30139 -0.70679 1.18697
H 0.11137 2.05689 -1.34452
H 0.22385 -0.78593 -1.15212
H -0.51084 1.22389 0.84350
H -1.84096 0.12268 0.42925
H 1.63989 -1.57913 1.34603
```

Computed properties:
E_HOMO = -10.0 eV
Kohn-Sham gap = 10.554 eV
Charge = 0

Charge distribution, natural (NBO) scheme, values in e: -0.58, 0.54, -0.63, -0.33, 0.78, -0.53, -0.71, 0.11, 0.41, 0.23, 0.23, 0.49

=====

Entry C
Computed, not measured: a molecular structure, C3H5NO3, with the ωB97M-V functional and the def2-TZVPD basis.

```
12
Properties=species:S:1:pos:R:3
N 1.33357 -0.23221 -0.95137
C 0.65495 0.02841 0.36621
O 1.26352 -0.00352 1.42044
C -0.26618 -0.93759 -0.24589
O -1.89436 -0.00656 0.78176
C -1.46179 1.13444 0.58162
O -0.27093 1.42454 0.15985
H 1.23695 0.47544 -1.67335
H 2.28862 -0.56182 -0.83385
H -0.88422 -0.65643 -1.08379
H -0.18250 -1.99189 0.00887
H -2.11235 2.01134 0.72867
```

Computed properties:
E_HOMO = -9.5 eV
Kohn-Sham gap = 9.798 eV
Charge = 0

Charge distribution, natural (NBO) scheme, values in e: -0.78, 0.62, -0.67, -0.06, -0.60, 0.65, -0.58, 0.41, 0.41, 0.22, 0.24, 0.13

=====

Stability, lowest: entry C

=====

Entry A
Computed, not measured: 2 unconnected molecules or ions with the total composition C2H10NOS2, with the ωB97M-V functional and the def2-TZVPD basis.

```
16
Properties=species:S:1:pos:R:3
C -1.38895 -1.12895 0.45090
O -0.68230 -0.70852 1.59285
C -2.40415 -0.03192 0.19934
N -3.24455 -0.39439 -0.99256
H -1.88723 -2.08371 0.63812
H -0.71696 -1.20320 -0.40944
H 0.15384 -1.19164 1.64639
H -3.08141 0.10298 1.03834
H -1.91441 0.91973 0.00463
H -3.79330 -1.24267 -0.80690
H -2.66931 -0.58681 -1.81868
H -3.88536 0.35869 -1.24490
S 2.00334 -0.25606 -0.90256
S 1.77363 1.45996 0.24024
H 3.00472 -0.81074 -0.20117
H 0.81261 0.98035 1.04364
```

Computed properties:
E_HOMO = -12.6 eV
Kohn-Sham gap = 8.574 eV
Charge = +1

Charge distribution, natural (NBO) scheme, values in e: -0.09, -0.71, -0.24, -0.67, 0.18, 0.19, 0.50, 0.24, 0.24, 0.45, 0.44, 0.45, -0.17, -0.10, 0.15, 0.13

=====

Entry B
Computed, not measured: 2 unconnected molecules or ions with the total composition C2H10NOS2, with the ωB97M-V functional and the def2-TZVPD basis.

```
16
Properties=species:S:1:pos:R:3
N 1.27629 1.02321 0.18900
C 0.25913 1.82944 0.98111
C -1.14609 1.19388 0.97762
S -1.28145 -0.56310 0.52132
S -1.18526 -0.46660 -1.56652
H 1.46719 0.19201 0.75635
H 2.15137 1.49713 0.00631
H 0.76958 0.63173 -0.60017
H 0.24003 2.82389 0.54615
H 0.60756 1.82617 2.00638
H -1.56932 1.24961 1.98735
H -1.84089 1.72716 0.34717
H -2.34751 -1.09577 -1.79678
H 2.54898 -2.45008 0.23467
H 3.89490 -2.19887 -0.39367
O 3.21796 -1.76634 0.13701
```

Computed properties:
E_HOMO = -13.0 eV
Kohn-Sham gap = 9.623 eV
Charge = +1

Charge distribution, natural (NBO) scheme, values in e: -0.68, -0.23, -0.58, 0.12, -0.17, 0.46, 0.46, 0.45, 0.24, 0.23, 0.27, 0.26, 0.19, 0.48, 0.49, -0.97

=====

Stability, lowest: entry A